1.
Molecular formula: C21H20N4O2S
Method: DFT, ωB97M-V with the def2-TZVPD basis set

```
48
Properties=species:S:1:pos:R:3:forces:R:3:nbo_charge:R:1
S -0.278989 -0.576038 -0.643493 0.5433 0.2320 0.0897 0.46
O -2.200481 2.704807 0.215585 0.0793 0.0817 0.0324 -0.61
O 3.455602 2.198644 1.108786 0.0790 0.1436 0.0913 -0.62
N -3.040349 0.613947 0.313550 -0.4400 -0.1421 -0.1237 -0.50
N -4.370021 0.836326 -3.019946 0.2816 0.0518 -0.6059 -0.32
N 3.964226 0.270601 0.021230 -0.1037 0.1252 -0.0214 -0.41
N 2.342968 -1.179426 -0.831258 0.0804 -0.5890 -0.2940 -0.50
C -3.048099 -3.080503 0.058896 -0.0415 -0.0741 -0.0255 -0.20
C 3.582462 -0.867164 -0.608520 -0.4759 -0.3296 -0.1881 0.49
C -2.466543 -1.112236 1.919338 -0.1005 0.0140 -0.0747 -0.25
C 0.488535 1.634015 0.515201 -0.4315 -0.1318 -0.0027 0.09
C 3.040569 1.227114 0.507464 -0.1879 -0.0251 0.0159 0.67
C -4.382527 1.153035 0.420431 -0.1710 0.2982 0.0396 -0.20
C 1.669411 0.897718 0.217150 -0.1568 -0.5065 -0.2893 -0.26
C -2.339474 -2.446277 2.260537 0.0457 0.0280 0.0781 -0.19
C -2.003348 1.501748 0.224203 0.1308 0.3399 -0.0341 0.67
C 0.501758 2.972065 1.163538 0.0375 0.2033 0.1454 -0.65
C 5.986041 -1.653230 -0.527538 0.0388 0.0906 -0.2652 -0.40
C 4.600977 -1.837087 -1.130365 0.3695 -0.0845 0.1143 -0.45
C -4.805192 0.740971 -1.967899 -0.0794 -0.0165 -0.0920 0.28
C -5.343674 0.594202 -0.638812 -0.1485 -0.0301 0.6822 -0.53
C -0.641005 0.957202 0.124334 0.6131 -0.2074 -0.1221 -0.33
C 6.328245 -0.170560 -0.571680 -0.1680 -0.1954 0.2469 -0.41
C -2.880158 -0.759471 0.639911 -0.0787 -0.3197 0.2291 0.22
C 1.407456 -0.306914 -0.426375 -0.1262 0.7330 0.2960 0.06
C -3.170270 -1.748212 -0.293430 -0.0486 0.1174 0.1208 -0.25
C -2.635994 -3.431215 1.333360 0.0361 -0.0708 -0.0266 -0.21
C 5.356527 0.581352 0.318863 0.6056 0.3233 0.0405 -0.21
H 6.713991 -2.239326 -1.089104 -0.0072 -0.0554 0.0597 0.22
H 4.213483 -2.842711 -0.964017 -0.0644 0.1007 -0.0406 0.25
H 1.452160 3.131638 1.664397 -0.0489 0.0401 0.0089 0.25
H -0.322652 3.074061 1.864502 -0.0383 0.0633 -0.0014 0.23
H -2.236312 -0.335014 2.634000 0.0141 0.0812 0.0494 0.22
H 5.468785 1.664546 0.214341 -0.0110 -0.2386 0.0800 0.24
H -3.453179 -1.470770 -1.297474 -0.0168 0.0546 -0.1196 0.23
H -4.791412 0.934663 1.415069 0.0243 0.0552 -0.1254 0.20
H 4.648690 -1.692585 -2.214156 -0.0170 -0.0074 0.0152 0.23
H 7.342608 0.011918 -0.216712 -0.0114 0.0727 -0.0210 0.22
H -2.538846 -4.472182 1.602379 0.0093 -0.0898 0.0185 0.22
H -2.010625 -2.716456 3.252928 0.0294 -0.0254 0.0771 0.22
H -4.282663 2.236295 0.303847 -0.0924 -0.2365 0.0729 0.26
H 6.254994 0.193167 -1.598483 0.0461 0.0442 -0.0498 0.20
H 5.997222 -2.001881 0.507089 0.0475 -0.0393 0.0437 0.20
H -3.268065 -3.846669 -0.669123 -0.0103 -0.0683 -0.0646 0.22
H 5.539093 0.336890 1.372182 0.0240 0.0930 -0.0982 0.20
H 0.371251 3.740597 0.402438 -0.0144 0.0936 0.0206 0.24
H -5.536740 -0.467610 -0.458316 -0.0727 0.1184 -0.0312 0.25
H -6.291628 1.135557 -0.581806 0.0274 -0.1154 0.0490 0.26
```
Forces are in eV/Å.

- structure (SMILES) = Cc1c(C(=O)N(CCC#N)c2ccccc2)sc2nc3n(c(=O)c12)CCCC3
- frontier orbital gap (eV) = 8.5
- E_HOMO (eV) = -8.18
- net charge = 0

---

2.
Molecular formula: C21H16CaN2O8S
Method: DFT, ωB97M-V with the def2-TZVPD basis set

```
49
Properties=species:S:1:pos:R:3:forces:R:3:nbo_charge:R:1
Ca -2.553356 -0.740863 -0.363702 1.9449 -0.5393 0.0803 1.83
S 2.008445 3.760719 3.640371 -0.4004 -1.2581 -0.2025 0.13
O -4.500255 3.622560 -1.843673 -3.0961 1.4222 -1.4869 -0.59
O -2.060097 5.305550 -2.072908 0.4187 -0.0969 0.7631 -0.57
O -2.395310 -1.486553 1.723398 -0.3843 -0.4716 -0.2218 -0.87
O -1.089541 1.068480 -0.046089 -0.5002 0.3454 -0.3153 -0.79
O -1.286918 -1.342887 -2.331364 -1.1175 -0.0034 0.1574 -0.81
O -0.075470 1.063828 -3.424365 -0.2119 1.3643 0.9299 -0.74
O 0.114724 3.099373 -1.545812 -1.5558 0.8640 0.1842 -0.69
O -3.864975 1.021242 -0.813868 -0.7140 -0.2727 0.4112 -0.80
N -0.276459 -2.151212 -0.052869 -1.5850 -1.8814 2.9995 -0.33
N 0.537798 -2.058539 -1.089622 1.1246 0.2227 -0.1690 -0.49
C -2.108308 4.236469 -1.493688 -1.9627 -1.6415 -1.2085 0.38
C -2.424462 -4.371058 3.851129 -1.4081 -1.2697 1.4990 -0.21
C 3.366311 0.093154 -4.001883 -0.6532 2.3461 -0.9590 -0.22
C 3.249262 -1.211245 -3.634799 4.2184 -1.4408 -0.1516 -0.27
C 2.140261 -1.798844 -3.157590 -0.9598 -0.9695 -0.0464 -0.17
C -0.233744 -4.150969 3.015362 0.6478 0.9169 -1.1251 -0.18
C -0.660993 -3.225607 2.058062 -4.4052 0.9572 3.2966 -0.20
C 2.213955 0.900016 -4.073066 0.1954 -1.4446 0.1356 -0.28
C -1.118502 -4.787075 3.824478 0.2274 -1.4038 1.3814 -0.33
C 0.130293 -2.806167 1.044599 3.0378 2.4964 -5.3227 0.02
C -1.107299 3.194832 -1.190794 2.5271 -0.5696 -0.1360 0.30
C -1.725043 2.058922 -0.543222 0.3857 -1.0111 0.8096 0.24
C -3.121509 2.029460 -0.812010 0.9259 1.7546 -1.1021 0.29
C -3.440443 3.348985 -1.415595 2.8267 -0.2692 1.6931 0.37
C 3.257177 3.637448 2.337725 0.2104 1.5412 0.3504 -0.74
C -2.866158 -3.284435 3.182826 -0.6745 1.9632 -1.0827 -0.35
C -2.037614 -2.585195 2.274825 1.8541 -1.2559 -0.0271 0.43
C 0.989985 -1.027679 -3.126546 -0.2779 -0.6556 1.0171 -0.10
C -0.067273 -1.545227 -2.156476 0.7221 1.0201 -0.2821 0.60
C 0.801145 2.611045 2.864642 -0.6137 0.7257 -0.7049 -0.74
C 1.037383 0.296134 -3.579017 -0.4741 0.9745 0.3926 0.32
H -0.776429 -5.613698 4.464186 -0.2065 0.4523 -0.1784 0.19
H 3.747529 4.630810 2.404882 -0.1104 -0.4772 -0.4452 0.21
H 0.096775 2.159440 3.532306 -0.0848 -0.1302 0.9168 0.23
H 2.175305 1.898246 -4.522957 0.0914 -0.3099 0.6073 0.22
H 4.052297 2.908370 2.522906 -0.5657 -0.2716 -0.2639 0.21
H 2.167450 -2.825469 -2.740367 -0.1761 0.9294 -0.3910 0.23
H 4.231252 -1.771936 -3.659060 -1.1785 0.3362 0.1691 0.18
H 0.172264 3.190246 2.181656 0.2068 0.0326 -0.0483 0.23
H -3.172327 -4.874776 4.488430 0.5751 0.0601 -0.1596 0.18
H 4.350514 0.521946 -4.228432 -0.4000 -0.2710 -0.1533 0.19
H -3.855998 -2.823525 3.349553 0.4377 -0.5312 -0.0667 0.20
H 1.197738 1.802316 2.260152 0.6263 0.0168 0.1437 0.24
H 2.700999 3.568686 1.392789 0.6547 -0.2288 0.1438 0.25
H 0.032490 1.807884 -2.699350 0.2599 -1.3822 -1.3001 0.53
H 1.215602 -3.060665 1.059548 -0.5672 -0.1911 -0.0945 0.14
H 0.831527 -4.292538 3.145303 0.1646 -0.4939 -0.4368 0.19
```
Forces are in eV/Å.

- frontier orbital gap (eV) = 5.5
- E_HOMO (eV) = -1.33
- net charge = -2

---

3.
Molecular formula: C5H13N2
Method: DFT, ωB97M-V with the def2-TZVPD basis set

```
20
Properties=species:S:1:pos:R:3:forces:R:3:nbo_charge:R:1
N -1.803645 -1.387257 -1.089655 3.2248 -3.1061 -5.0918 -0.71
N 0.707750 0.207028 2.075778 0.2551 -1.1177 -3.3062 -0.67
C 0.987605 -0.323086 -0.424906 -1.0526 0.8108 -1.1534 -0.35
C 0.277996 -0.021695 -1.853369 1.1334 -1.1818 -0.2953 -0.47
C 0.993732 1.492759 2.735111 0.0620 -0.7490 1.6571 -0.43
C -1.238937 -0.226632 -2.039634 -0.8047 -0.6430 1.5078 -0.20
C 0.610807 0.400268 0.637960 0.0929 -1.8934 2.5008 0.05
H 1.941690 1.437871 3.348071 -1.5256 -0.1068 0.0775 0.23
H 0.770497 -0.867400 -2.483610 -0.6691 2.0351 0.3940 0.23
H 1.850930 -0.993529 -0.389870 -0.7513 -0.2845 -0.1239 0.24
H -0.993123 -2.014727 -0.803574 -0.7111 0.9695 -0.5676 0.44
H 0.073910 1.267150 0.458837 -1.2627 1.8655 -0.6151 0.15
H 1.271889 2.289470 2.072629 0.0557 -0.1541 -1.2414 0.22
H 0.301559 1.031889 -2.312685 1.1962 -1.4625 0.6771 0.26
H -2.041526 -1.003970 -0.253500 -2.1799 1.1598 2.9230 0.44
H -1.492548 -0.536090 -3.070643 0.1555 0.2900 0.6013 0.24
H 0.400058 -0.765910 2.428898 1.2474 2.8652 -0.1970 0.43
H -2.402176 -2.048266 -1.692851 0.1598 1.6042 1.9583 0.47
H 0.070154 1.893297 3.190405 0.7362 -0.2917 0.7251 0.20
H -1.867260 0.642127 -1.725937 0.6378 -0.6092 -0.4304 0.22
```
Forces are in eV/Å.

- structure (SMILES) = CN/C=C/CC[NH3+]
- frontier orbital gap (eV) = 8.2
- E_HOMO (eV) = -11.78
- net charge = +1

---

The lowest net charge belongs to which entry? C21H16CaN2O8S

---

Among the records above, which one has the lowest E_HOMO? C5H13N2

---

Look up the E_HOMO of the first one. -8.18 eV